{"formula": "C6H7ClO", "method": "the ωB97M-V functional and the def2-TZVPD basis", "homo_lumo_gap_ev": [6.70, 7.12], "energy_ev": -20898.612, "s2": 2.01, "homo_energy_ev": [-6.014, -9.826], "multiplicity": 3, "elements": ["Cl", "O", "C", "C", "C", "C", "C", "C", "H", "H", "H", "H", "H", "H", "H"], "positions_angstrom": [[-3.4704, -0.7714, -2.5326], [-1.3226, -1.7779, -3.5622], [1.4399, -1.0177, -0.2299], [-1.1154, -0.8607, -1.2236], [-1.1652, -0.0588, -0.1519], [-1.5642, 1.1616, 0.6383], [-0.1027, -1.1734, -0.1644], [-1.8100, -1.2283, -2.6407], [-0.3990, -2.0347, 0.4193], [1.7581, -1.8077, -0.9688], [1.8155, 0.0214, -0.5682], [1.9532, -1.3681, 0.7455], [-0.7541, 2.0234, 0.4428], [-1.7254, 1.1437, 1.7561], [-2.5776, 1.4897, 0.1122]]}



{"formula": "C14H30N2O8", "method": "the ωB97M-V functional and the def2-TZVPD basis", "homo_lumo_gap_ev": 9.03, "energy_ev": -34362.184, "homo_energy_ev": -8.298, "multiplicity": 1, "smiles": "CNCOC(=O)OC[C@H](O)CN.CCOC(C)=O.CCOC(C)=O", "elements": ["O", "O", "O", "O", "O", "O", "O", "O", "N", "N", "C", "C", "C", "C", "C", "C", "C", "C", "C", "C", "C", "C", "C", "C", "H", "H", "H", "H", "H", "H", "H", "H", "H", "H", "H", "H", "H", "H", "H", "H", "H", "H", "H", "H", "H", "H", "H", "H", "H", "H", "H", "H", "H", "H"], "positions_angstrom": [[1.4508, -0.3491, 0.5979], [-2.1015, -1.1088, -3.4196], [-2.6440, -1.5310, -1.1468], [-2.2525, 0.7952, 3.4975], [4.1495, 0.7519, -1.5162], [-0.5582, -0.6498, -1.5998], [2.5914, 2.3388, -1.5216], [-2.6349, 1.6380, 1.4856], [0.1094, -1.8188, 2.6598], [-2.1734, -3.5696, -3.2459], [-1.9686, 0.9369, 4.8975], [5.2421, 0.0461, -2.1232], [0.0079, -0.1304, 0.8106], [-2.9423, 3.1441, 3.2803], [-1.8280, -1.1427, -2.0281], [-0.7039, 0.3734, -0.5718], [-0.6458, -1.4647, 1.4104], [-3.2434, 0.9090, 5.7154], [-1.8491, -2.3813, -4.0670], [6.5724, 0.6070, -1.6643], [4.3596, 2.6498, -3.0641], [-3.6499, -3.7683, -3.1437], [-2.5743, 1.8158, 2.6822], [3.6193, 1.8928, -1.9981], [4.9571, 2.0163, -3.7175], [-4.0246, 3.1896, 3.4090], [6.6944, 1.6503, -1.9637], [1.6956, 0.0280, -0.2946], [4.9969, 3.3989, -2.5922], [-1.6777, -4.4139, -3.5511], [-4.0001, -3.5618, -2.0640], [-0.1068, 1.3197, -0.8753], [-1.7758, -1.3856, 1.5653], [5.1447, 0.0302, -3.2109], [-3.0171, 0.9575, 6.7833], [-4.2431, -3.0390, -3.8213], [-1.3652, 1.8270, 5.0887], [-0.4390, -2.3094, 0.6604], [3.6293, 3.1483, -3.7036], [-3.9018, 1.7433, 5.4635], [-0.7825, -2.5036, -4.4744], [7.3994, 0.0284, -2.0828], [-3.8046, -0.0078, 5.5161], [0.3236, -0.9394, 3.1541], [-2.4492, 3.3501, 4.2289], [-0.0779, 0.6934, 1.6207], [-3.9911, -4.8185, -3.4559], [5.1565, -0.9906, -1.7903], [-1.3491, 0.0794, 5.1701], [6.6416, 0.5812, -0.5736], [-2.5358, -2.4025, -5.0009], [-1.7758, 0.7302, -0.4059], [0.9728, -2.3151, 2.3975], [-2.6272, 3.9311, 2.5932]]}